[1]
DFT (ωB97M-V with the def2-TZVPD basis set) results for C28H33N5O11STi as an isolated structure at a distorted geometry.

As for the net charge: 0. The value obtained for the HOMO energy is -8.3 eV. Its energy above the lowest of the compared OMol25 structures with the same formula, charge and spin is 24.4 kcal per mole. As for the HOMO-LUMO gap: 8.0931 eV.

Element x y z (Å)
Ti: 1.19 0.90 0.12
C: 4.38 0.42 -2.34
C: 3.04 0.99 -1.97
O: 2.79 1.09 -0.71
C: 2.17 1.45 -2.95
C: 0.99 2.14 -2.61
C: 0.28 3.04 -3.58
N: 0.58 2.06 -1.37
N: -0.37 2.92 -0.90
C: -0.11 3.15 0.37
O: 0.93 2.63 0.93
C: -1.02 4.02 1.11
C: -2.29 4.28 0.62
C: -3.16 5.09 1.33
C: -2.77 5.62 2.55
C: -1.50 5.36 3.04
C: -0.62 4.57 2.33
H: 5.17 1.02 -1.89
H: 4.52 0.38 -3.42
H: 4.47 -0.59 -1.92
H: 2.46 1.39 -3.98
H: 0.56 2.82 -4.60
H: 0.53 4.07 -3.35
H: -0.79 2.94 -3.45
H: -2.58 3.84 -0.33
H: -4.14 5.31 0.93
H: -3.46 6.22 3.11
H: -1.19 5.79 3.99
H: 0.38 4.36 2.69
O: 0.01 -2.21 0.99
C: 0.96 -1.46 1.17
O: 1.68 -0.94 0.25
C: 1.41 -1.10 2.60
C: 2.80 -0.44 2.49
C: 3.42 -0.27 3.88
C: 2.57 0.87 4.44
C: 1.63 1.16 3.26
O: 2.44 0.89 2.11
C: 0.56 0.05 3.18
C: -0.60 0.54 2.27
O: -1.63 0.93 2.76
O: -0.35 0.50 1.00
H: 1.38 -2.00 3.23
H: 3.45 -0.89 1.74
H: 3.36 -1.18 4.46
H: 4.47 0.02 3.79
H: 2.01 0.59 5.33
H: 3.17 1.75 4.68
H: 1.24 2.18 3.22
H: 0.13 -0.17 4.16
C: -1.23 -5.68 0.95
C: -1.93 -4.46 0.41
S: -2.23 -4.69 -1.36
O: -3.07 -5.84 -1.56
O: -1.00 -4.63 -2.09
C: -3.24 -3.20 -1.85
C: -2.58 -2.49 -3.01
N: -1.34 -1.85 -2.64
C: -1.20 -0.79 -1.81
N: 0.08 -0.48 -1.63
C: 0.79 -1.39 -2.33
C: -0.06 -2.25 -2.98
N: 0.28 -3.26 -3.90
O: 1.41 -3.68 -3.84
O: -0.53 -3.58 -4.74
C: -2.32 -0.03 -1.20
H: -0.99 -5.54 2.00
H: -0.31 -5.84 0.40
H: -1.86 -6.56 0.84
H: -1.31 -3.57 0.51
H: -2.91 -4.32 0.86
H: -3.32 -2.57 -0.96
H: -4.21 -3.58 -2.13
H: -3.25 -1.73 -3.43
H: -2.34 -3.22 -3.79
H: 1.87 -1.38 -2.37
H: -3.21 -0.07 -1.82
H: -2.00 1.00 -1.06
H: -2.54 -0.43 -0.21

[2]
DFT (ωB97M-V with the def2-TZVPD basis set) results for a single C28H33N5O4S molecule.

As for the net charge: 0. The value obtained for the HOMO energy is -6.8 eV. As for the structure (SMILES): COc1cc(N2CCC(O)CC2)ccc1Nc1cc(Nc2ccccc2S(=O)(=O)C(C)C)c2cc[nH]c2n1. As for the HOMO-LUMO gap: 7.4706 eV.

Element x y z (Å)
C: 3.22 3.80 -1.05
O: 2.41 2.66 -0.88
C: 3.03 1.45 -0.65
C: 4.39 1.26 -0.60
C: 4.94 -0.01 -0.37
C: 4.07 -1.07 -0.17
C: 2.70 -0.89 -0.21
C: 2.15 0.36 -0.46
N: 0.79 0.62 -0.54
C: -0.29 -0.19 -0.33
N: -0.11 -1.46 0.01
C: -1.22 -2.16 0.21
N: -1.26 -3.45 0.63
C: -2.57 -3.82 0.79
C: -3.39 -2.79 0.46
C: -2.55 -1.70 0.07
C: -2.72 -0.36 -0.33
C: -1.57 0.38 -0.50
H: -1.65 1.42 -0.78
N: -3.95 0.26 -0.47
C: -5.12 -0.28 -0.92
C: -5.18 -1.47 -1.67
C: -6.39 -1.96 -2.12
C: -7.57 -1.28 -1.87
C: -7.53 -0.09 -1.17
C: -6.33 0.40 -0.69
S: -6.39 1.94 0.23
O: -7.59 2.64 -0.12
O: -5.14 2.65 0.04
C: -6.51 1.48 2.01
C: -5.27 0.74 2.43
H: -5.28 0.56 3.51
H: -5.20 -0.22 1.92
H: -4.38 1.33 2.20
C: -7.79 0.69 2.19
H: -7.72 -0.27 1.68
H: -7.99 0.52 3.24
H: -8.62 1.25 1.76
H: -6.58 2.45 2.50
H: -8.42 0.49 -0.99
H: -8.51 -1.66 -2.24
H: -6.40 -2.87 -2.69
H: -4.26 -1.98 -1.90
H: -3.98 1.26 -0.31
H: -4.46 -2.80 0.49
H: -2.81 -4.81 1.13
H: -0.45 -4.01 0.82
H: 0.59 1.59 -0.76
H: 2.03 -1.72 -0.05
H: 4.45 -2.06 0.01
N: 6.32 -0.13 -0.28
C: 6.90 -1.36 0.22
C: 8.40 -1.15 0.51
C: 8.69 0.34 0.76
C: 8.38 1.14 -0.52
C: 7.19 0.51 -1.25
H: 6.64 1.25 -1.82
H: 7.56 -0.25 -1.97
H: 8.16 2.16 -0.22
H: 9.26 1.16 -1.17
O: 7.96 0.83 1.86
H: 7.02 0.77 1.63
H: 9.74 0.47 1.04
H: 9.00 -1.47 -0.34
H: 8.69 -1.73 1.38
H: 6.38 -1.62 1.15
H: 6.78 -2.20 -0.48
H: 5.05 2.11 -0.72
H: 3.83 4.00 -0.16
H: 3.87 3.70 -1.93
H: 2.53 4.63 -1.20

[3]
DFT (ωB97M-V with the def2-TZVPD basis set) results for C28H33N7O2PPd as an isolated structure at a distorted geometry.

As for the net charge: -1. The value obtained for the HOMO energy is -3.7 eV. Its energy above the lowest of the compared OMol25 structures with the same formula, charge and spin is 1.0 kcal per mole. As for the HOMO-LUMO gap: 6.3116 eV.

Element x y z (Å)
Pd: -1.27 -1.32 -0.49
N: -4.22 -0.96 -1.85
C: -4.18 -1.40 -3.12
O: -5.07 -1.10 -3.87
C: -2.91 -2.17 -3.37
C: -1.90 -2.52 -2.32
H: -5.05 -0.52 -1.48
H: -3.59 -1.21 -1.11
H: -2.43 -1.45 -4.02
H: -3.15 -2.98 -4.12
H: -0.95 -2.50 -2.90
H: -2.14 -3.58 -2.11
C: 1.84 3.35 -3.72
C: 0.30 3.10 -3.71
C: -0.30 2.91 -5.12
C: 0.00 1.94 -2.75
C: -1.50 1.58 -2.64
O: -1.84 1.90 -1.31
C: -0.65 2.17 -0.70
N: 0.40 2.20 -1.39
C: -0.87 2.50 0.76
C: -0.90 3.81 1.15
C: -1.22 4.18 2.44
C: -1.29 3.12 3.39
C: -1.07 1.79 2.99
C: -0.91 1.47 1.66
P: -0.28 -0.14 1.07
C: 1.49 0.28 0.76
C: 2.09 -0.18 -0.45
C: 3.40 0.10 -0.73
C: 4.18 0.88 0.16
C: 3.62 1.32 1.33
C: 2.29 1.06 1.63
C: -0.18 -1.08 2.72
C: -1.33 -1.73 3.12
C: -1.34 -2.45 4.26
C: -0.20 -2.57 5.01
C: 1.00 -1.99 4.62
C: 1.04 -1.28 3.42
H: 2.10 4.07 -4.49
H: 2.29 2.38 -3.81
H: 2.23 3.78 -2.76
H: -0.22 3.97 -3.22
H: 0.16 2.00 -5.52
H: -0.01 3.73 -5.81
H: -1.41 2.68 -5.16
H: 0.63 1.09 -3.02
H: -1.59 0.55 -2.87
H: -2.25 2.18 -3.21
H: -0.72 4.56 0.46
H: -1.10 5.18 2.76
H: -1.55 3.36 4.40
H: -1.05 0.94 3.69
H: 1.42 -0.60 -1.15
H: 3.90 -0.16 -1.72
H: 5.22 1.03 -0.15
H: 4.17 1.77 2.14
H: 1.87 1.33 2.62
H: -2.17 -1.58 2.34
H: -2.19 -2.93 4.60
H: -0.39 -3.09 5.94
H: 1.94 -2.09 5.15
H: 1.90 -0.87 3.01
N: 2.00 -3.25 0.78
N: 1.93 -4.14 1.82
N: 1.06 -5.18 1.82
C: 1.44 -5.80 2.93
N: 2.39 -5.16 3.60
N: 2.71 -4.12 2.85
H: 1.07 -3.09 0.37
H: 2.46 -2.42 1.12
H: 0.84 -6.67 3.35

[4]
DFT (ωB97M-V with the def2-TZVPD basis set) results for C28H34Br45ClINO3PS as an isolated structure at a distorted geometry.

As for the net charge: +1. The value obtained for the HOMO energy is -11.0 eV. Its energy above the lowest of the compared OMol25 structures with the same formula, charge and spin is 0.0 kcal per mole. As for the HOMO-LUMO gap: 6.6849 eV.

Element x y z (Å)
C: 10.80 1.88 2.52
C: 9.55 1.67 1.63
C: 8.24 1.95 2.37
O: 7.17 1.50 1.51
C: 5.94 1.68 2.02
C: 5.19 2.67 1.45
N: 3.94 2.94 1.83
C: 3.22 4.00 1.12
C: 3.14 5.31 1.91
O: 3.68 5.54 2.95
Cl: 2.07 6.53 1.17
C: 3.34 2.25 2.82
C: 1.88 2.60 3.15
O: 1.07 2.14 2.10
C: 0.32 0.95 2.41
C: -1.18 1.14 2.18
C: 4.05 1.23 3.43
P: 3.29 0.17 4.75
S: 2.94 -1.57 3.94
C: 5.37 0.92 3.05
I: 6.46 -0.62 3.97
H: 11.53 2.48 1.96
H: 11.29 0.91 2.66
H: 10.57 2.35 3.48
H: 9.60 2.21 0.68
H: 9.51 0.61 1.36
H: 8.30 1.40 3.32
H: 8.14 3.03 2.58
H: 5.63 3.26 0.65
H: 3.77 4.21 0.19
H: 2.22 3.67 0.84
H: 1.60 2.26 4.14
H: 1.78 3.70 3.17
H: 0.65 0.16 1.73
H: 0.49 0.56 3.42
H: -1.41 1.42 1.14
H: -1.69 0.20 2.43
H: -1.54 1.90 2.89
H: 4.19 -0.02 5.82
H: 2.10 0.72 5.24
C: 1.75 3.61 7.45
Br: 1.21 5.43 7.15
Br: 0.25 2.39 7.43
Br: 3.11 3.05 6.19
H: 2.19 3.57 8.44
C: -4.25 0.29 0.10
Br: -4.75 2.13 -0.20
Br: -5.77 -0.89 0.00
Br: -2.84 -0.28 -1.08
H: -3.87 0.23 1.11
C: -7.40 -2.56 -3.15
Br: -6.20 -2.74 -4.65
Br: -8.85 -1.37 -3.53
Br: -8.02 -4.28 -2.52
H: -6.82 -2.13 -2.35
C: -7.44 4.99 1.79
Br: -5.79 5.59 0.98
Br: -8.97 5.41 0.70
Br: -7.37 3.11 2.22
H: -7.55 5.53 2.72
C: -6.79 5.22 6.20
Br: -5.15 5.83 5.38
Br: -8.33 5.65 5.12
Br: -6.72 3.34 6.62
H: -6.89 5.75 7.14
C: 6.89 -1.18 8.64
Br: 5.31 -0.13 8.27
Br: 6.56 -3.06 8.40
Br: 8.41 -0.58 7.62
H: 7.13 -1.03 9.68
C: -7.40 1.79 -6.40
Br: -6.32 1.15 -4.93
Br: -6.90 0.94 -8.06
Br: -9.29 1.62 -6.04
H: -7.19 2.84 -6.51
C: -4.30 -6.46 -5.06
Br: -4.64 -6.34 -3.17
Br: -2.59 -5.71 -5.51
Br: -4.46 -8.27 -5.72
H: -5.06 -5.87 -5.56
C: 1.62 -5.85 -5.94
Br: 2.35 -7.05 -7.25
Br: 2.45 -6.09 -4.21
Br: 1.69 -4.01 -6.52
H: 0.57 -6.10 -5.82
C: -3.83 -3.77 -9.25
Br: -5.03 -5.28 -9.20
Br: -4.50 -2.29 -8.22
Br: -2.06 -4.24 -8.69
H: -3.77 -3.44 -10.28
C: -2.03 -11.33 -5.47
Br: -2.20 -12.01 -7.27
Br: -2.08 -12.75 -4.16
Br: -0.45 -10.24 -5.27
H: -2.88 -10.70 -5.28
C: 0.22 3.23 11.30
Br: -1.12 3.41 12.67
Br: 1.69 4.45 11.55
Br: 0.83 1.40 11.13
H: -0.25 3.49 10.36
C: 0.41 -6.06 -0.87
Br: 0.60 -4.63 0.42
Br: 0.99 -7.75 -0.16
Br: -1.38 -6.15 -1.58
H: 1.07 -5.82 -1.70
C: 1.21 -1.22 -9.34
Br: 0.02 0.29 -9.36
Br: 0.62 -2.61 -10.53
Br: 3.04 -0.70 -9.69
H: 1.19 -1.63 -8.34
C: -4.21 3.79 -9.67
Br: -5.11 2.58 -10.87
Br: -5.46 4.74 -8.54
Br: -2.86 2.88 -8.63
H: -3.71 4.53 -10.28

Looking at LUMO for the records above, in order, we have -0.0081, 0.0240, 0.0964, -0.1588 Eh.